Here is the molecule C3H5NS from OMol25. Energies are from wB97M-V/def2-TZVPD.

Geometry as ORCA input:
```
! RIJCOSX wB97M-V def2-TZVPD def2/J DEFGRID3
* xyz 0 1
C -0.290 1.257 -0.183
C -0.139 -0.185 0.323
S -1.486 -1.347 -0.064
C 1.124 -0.807 0.059
N 2.107 -1.395 -0.164
H 0.743 1.734 -0.103
H -1.206 1.764 0.292
H -0.515 1.219 -1.299
H 0.148 0.119 1.428
H -0.485 -2.359 -0.289
*
```

Properties
E_LUMO: 0.5 eV
SMILES: C[C@@H](S)C#N
Largest force on an atom: 3.7 eV Å⁻¹
Highest occupied orbital energy: -9.9 eV
Electronic energy: -570.19895 Ha
Frontier orbital gap: 10.39 eV
Energy relative to the best compared isomer or geometry (same formula, charge and spin): 0.969 eV
M: 87.15 u